The following is a DFT calculation (ωB97M-V/def2-TZVPD) of 7 unconnected molecules or ions with the total composition C43H66Br2F18NO18P2S3 in a non-equilibrium geometry.

```
153
Properties=species:S:1:pos:R:3:forces:R:3
C -6.1387 -2.4043 -1.7994 0.8 -0.1 -0.8
C -5.0759 -2.9468 -2.8123 0.1 -1.1 0.5
C -3.6710 -3.1621 -2.1706 -0.8 0.5 0.1
C -3.0223 -1.8395 -1.6599 0.8 -0.3 -0.8
C -1.5617 -1.6524 -2.2512 -1.3 0.4 0.5
C -0.5842 -0.9939 -1.2262 -0.7 0.2 -1.2
P 0.8799 -2.0362 -0.6285 -0.4 0.2 2.1
C 0.7181 -1.1905 1.1082 -0.3 0.7 0.6
C 1.1455 0.3243 1.1273 -1.2 0.0 1.7
C 0.4960 0.8936 2.4088 0.0 0.0 -1.7
O 1.0801 1.1667 3.4022 0.5 0.1 1.4
O -0.8686 1.1158 2.2988 0.0 -0.7 -0.3
C -0.1528 -3.6360 -0.2660 -0.2 0.3 -0.2
S -0.8893 -3.8953 1.3488 -0.7 -3.4 0.9
O -1.8140 -5.0231 1.1910 -0.2 1.2 -0.8
O 0.0244 -4.1939 2.4308 0.3 1.4 -0.4
P 2.5145 -3.2479 0.4163 0.9 -1.0 0.0
C 3.8945 -2.1778 1.0760 0.8 0.0 0.3
C 3.3915 -4.3598 -0.8460 -0.1 -0.3 0.3
C 4.6216 -5.0991 -0.2273 -0.4 -0.4 -0.2
O 1.2002 -2.7019 -2.2317 0.5 1.2 -0.8
C 1.9142 -1.9065 -3.0960 0.5 -1.2 0.2
Br 0.7963 -0.7855 -4.3805 -1.9 -2.5 -1.4
C 2.5759 -2.8714 -4.1250 -0.2 0.4 -0.8
S 4.0818 -2.3393 -5.0016 0.7 -0.2 0.0
C 3.7677 -0.8414 -5.9875 -1.2 0.2 -0.3
C 2.7179 -0.9848 -7.1362 0.3 0.9 0.1
C 2.7250 -0.8195 -2.1635 -2.7 2.4 -0.8
Br 2.1035 1.0066 -2.9188 1.7 3.1 1.4
N 4.1493 -0.5351 -2.2783 -1.2 -1.5 1.6
C 4.9580 -1.3548 -1.9165 1.6 -1.2 -1.7
S 6.0981 -2.4492 -2.0327 -0.3 0.7 0.9
O 2.1060 -0.7806 -0.9805 1.8 -0.8 -1.1
H -7.0435 -3.0251 -1.8566 0.2 0.4 0.2
H -5.7025 -2.4679 -0.7904 -0.4 0.2 -0.2
H -6.3665 -1.3617 -2.0664 -0.1 -0.3 0.5
H -5.0016 -2.3511 -3.7388 0.0 0.0 0.5
H -5.3963 -3.9598 -3.1302 0.0 0.5 0.0
H -3.7791 -3.8427 -1.3045 0.0 0.1 -0.5
H -3.0707 -3.6805 -2.9376 0.1 0.3 0.4
H -3.6170 -0.9811 -2.0161 0.1 -0.3 0.3
H -2.9981 -1.7932 -0.5556 -0.1 -0.1 -0.4
H -1.2720 -2.6292 -2.6570 0.4 0.4 0.2
H -1.6883 -0.9746 -3.1111 0.2 -0.4 0.2
H -0.2478 -0.0436 -1.6828 0.3 -0.5 0.2
H -1.2384 -0.6494 -0.4028 0.6 -0.4 0.0
H -0.3295 -1.1235 1.4704 0.3 -0.5 -0.6
H 1.2231 -1.7547 1.9174 0.1 0.4 -0.4
H 0.6968 0.9039 0.3098 0.5 -0.4 -0.1
H 2.2168 0.4766 1.2790 -0.2 0.0 -0.5
H -1.3037 0.8014 3.1051 0.3 0.4 0.1
H -0.9394 -3.8704 -1.0016 0.0 0.4 0.5
H 0.5556 -4.4784 -0.3677 -0.4 0.2 0.4
H -1.6885 -2.8489 1.7510 0.6 0.1 -0.7
H 3.8068 -1.0884 0.9668 -0.2 -0.3 -0.2
H 3.9837 -2.3831 2.1609 -0.2 0.1 -0.4
H 4.8762 -2.4730 0.6585 -0.5 0.2 0.0
H 3.6018 -3.8598 -1.7997 0.2 -0.1 0.4
H 2.6605 -5.1602 -1.0787 0.1 0.5 -0.1
H 4.2941 -6.1165 0.0568 0.2 0.4 0.1
H 5.4376 -5.2487 -0.9539 -0.2 0.3 0.3
H 5.0115 -4.6235 0.6830 0.0 0.0 -0.4
H 1.8141 -3.0604 -4.8986 0.2 0.0 0.5
H 2.7880 -3.8724 -3.7137 0.3 0.7 0.2
H 4.7259 -0.5536 -6.4497 -0.1 -0.4 0.5
H 3.4518 -0.0219 -5.3229 0.3 -0.3 -0.1
H 3.2327 -1.0228 -8.1113 -0.3 -0.4 0.3
H 2.1346 -0.0427 -7.1571 0.1 -0.5 0.0
H 2.0029 -1.8042 -6.9947 0.4 0.1 -0.1
C -2.8893 -6.5298 3.4638 -0.4 0.2 0.2
C -3.8897 -7.3705 4.2297 0.7 -0.3 -0.3
O -4.7614 -6.5402 5.0255 -0.5 0.1 0.3
C -5.8045 -6.0122 4.3950 0.8 -0.7 -0.3
O -6.0728 -6.1686 3.2406 -0.4 0.3 0.1
C -6.6542 -5.2018 5.3804 -0.5 0.7 0.6
F -5.9019 -4.4335 6.1847 0.1 -0.2 -0.2
F -7.3806 -6.0123 6.1739 0.2 -0.1 -0.2
F -7.5109 -4.3921 4.7518 0.2 -0.3 -0.1
H -2.3348 -5.8815 4.1441 0.1 -0.1 0.0
H -2.1837 -7.1628 2.9284 0.0 0.0 0.0
H -3.3857 -5.8851 2.7428 0.0 -0.1 -0.1
H -3.3679 -8.0229 4.9295 -0.2 0.2 0.2
H -4.4708 -8.0098 3.5642 -0.2 0.2 0.0
C -1.7059 1.8946 -10.3262 -0.2 -0.2 -0.1
C -0.7676 1.2927 -9.3014 0.2 0.6 -0.2
O -1.4009 0.2072 -8.6034 -0.1 -0.4 0.2
C -1.3757 -0.9757 -9.2129 0.4 0.9 -0.2
O -0.8789 -1.1956 -10.2785 -0.2 -0.4 0.1
C -2.0363 -2.0351 -8.3238 -0.6 -0.8 0.7
F -3.1808 -1.5955 -7.7740 0.2 0.2 -0.2
F -1.2219 -2.3837 -7.3192 0.1 0.2 -0.2
F -2.3363 -3.1480 -9.0027 0.2 0.3 -0.2
H -2.6436 2.1947 -9.8558 0.1 0.1 0.1
H -1.2507 2.7669 -10.7958 0.0 0.0 0.0
H -1.9532 1.1713 -11.1043 0.1 0.0 0.0
H -0.5160 2.0366 -8.5466 -0.1 -0.2 0.2
H 0.1673 0.9648 -9.7561 -0.1 -0.2 0.0
C 1.3297 1.5910 6.6505 -0.2 0.3 0.0
C 0.8159 1.1184 7.9927 0.6 -0.4 -0.4
O 0.0534 2.1577 8.6416 -0.4 0.2 0.3
C -1.2184 2.2676 8.2704 0.8 -0.7 -0.3
O -1.7676 1.5862 7.4559 -0.4 0.3 0.1
C -1.9019 3.3777 9.0754 -0.6 0.9 0.5
F -1.1310 4.4760 9.1713 0.0 -0.2 -0.1
F -2.1742 2.9775 10.3296 0.2 -0.2 -0.2
F -3.0593 3.7572 8.5277 0.3 -0.3 -0.2
H 1.8990 2.5162 6.7617 0.1 -0.1 0.1
H 1.9698 0.8362 6.1959 0.0 0.0 0.0
H 0.5078 1.8005 5.9670 0.1 -0.2 -0.1
H 1.6517 0.8924 8.6538 -0.1 0.2 0.2
H 0.2244 0.2077 7.8983 -0.2 0.2 0.0
C 2.2002 5.2770 8.8438 0.3 -0.1 0.1
C 2.6969 6.1736 7.7300 -0.7 -0.2 0.0
O 4.0441 6.6111 7.9863 0.5 0.2 -0.1
C 5.0094 5.7631 7.6376 -1.0 0.0 -0.1
O 4.8420 4.6891 7.1416 0.4 0.0 0.0
C 6.3809 6.3851 7.9233 1.0 0.4 0.3
F 6.4209 6.9867 9.1241 -0.2 -0.1 -0.2
F 6.6902 7.3156 7.0034 -0.3 -0.2 0.0
F 7.3541 5.4714 7.9076 -0.4 0.0 -0.1
H 2.2975 5.7761 9.8094 -0.1 0.1 -0.1
H 1.1560 5.0134 8.6863 0.0 0.0 0.0
H 2.7851 4.3577 8.8972 -0.1 0.0 -0.1
H 2.0868 7.0742 7.6788 0.3 0.1 0.1
H 2.6292 5.6823 6.7591 0.2 0.0 0.0
C 5.0674 4.7925 -4.5322 -0.3 0.2 -0.1
C 5.2291 3.9574 -5.7848 0.5 -0.1 0.6
O 4.0336 3.9941 -6.5871 -0.3 0.0 -0.4
C 3.8997 5.0393 -7.3946 0.8 -0.3 0.6
O 4.6810 5.9388 -7.5037 -0.3 0.2 -0.3
C 2.6093 4.9054 -8.2120 -1.0 0.0 -0.5
F 1.5729 4.5074 -7.4582 0.3 0.0 0.0
F 2.7527 3.9998 -9.1975 0.2 0.1 0.2
F 2.2598 6.0616 -8.7837 0.3 -0.1 0.2
H 4.1842 4.4755 -3.9758 0.1 -0.1 0.0
H 5.9432 4.6949 -3.8909 0.0 -0.1 0.0
H 4.9328 5.8476 -4.7749 0.1 0.0 -0.1
H 5.3837 2.9136 -5.5148 -0.3 0.0 -0.1
H 6.0944 4.2720 -6.3689 -0.2 0.1 -0.1
C -3.8399 3.7514 4.4297 -0.2 0.2 0.0
C -3.6900 2.9225 3.1712 0.5 0.0 0.5
O -4.8744 3.0110 2.3585 -0.3 0.0 -0.4
C -4.9580 4.0726 1.5617 0.7 -0.3 0.6
O -4.1414 4.9415 1.4757 -0.3 0.2 -0.3
C -6.2418 4.0010 0.7273 -1.0 0.0 -0.6
F -7.3028 3.6345 1.4657 0.3 0.1 0.1
F -6.1225 3.1060 -0.2669 0.2 0.1 0.2
F -6.5383 5.1788 0.1692 0.3 -0.1 0.2
H -4.7403 3.4618 4.9738 0.1 -0.1 0.0
H -2.9754 3.6184 5.0806 0.0 -0.1 0.0
H -3.9353 4.8116 4.1912 0.1 0.0 0.0
H -3.5741 1.8722 3.4350 -0.3 0.0 -0.2
H -2.8072 3.2120 2.6017 -0.2 0.1 -0.1
```
Forces are in eV/Å.

Output
- E_HOMO: -4.8 eV
- Total charge: -1
- F_max: 3.8 eV/Å
- LUMO level: 1.70 eV
- Orbital gap: 6.51 eV

These are the Mulliken partial charges, in e, on atoms 1 to 5: number 1, C, carries -0.98; number 2, C, carries -0.70; number 3, C, carries -0.81; number 4, C, carries -0.39; number 5, C, carries -0.89